No. 1
A molecular structure, C14H30F12MgN2O13S4, computed with ωB97M-V with the def2-TZVPD basis set.

Summary:
Orbital gap: 2.32 eV
Lowest unoccupied orbital energy: -7.31 eV
Spin multiplicity: 1
Energy: -4629.81691 Ha
HOMO energy: -9.62 eV
Total charge: 0

Last column: Mulliken charge in e.
CARTESIAN COORDINATES (ANGSTROEM)
Mg  -3.225  1.270  1.461  1.51
C  -8.550  -0.333  0.702  0.70
F  -9.313  0.651  1.157  -0.18
F  -7.933  -0.975  1.724  -0.22
F  -9.227  -1.192  -0.024  -0.19
S  -7.262  0.458  -0.522  0.89
O  -6.202  -0.517  -0.690  -0.62
O  -7.917  0.697  -1.806  -0.53
N  -6.570  1.805  0.382  -0.34
S  -7.582  3.061  0.272  0.86
O  -8.938  2.833  -0.345  -0.52
O  -7.669  3.720  1.579  -0.62
C  -6.571  4.220  -0.945  0.66
F  -7.327  5.248  -1.345  -0.22
F  -5.477  4.699  -0.365  -0.23
F  -6.259  3.613  -2.113  -0.22
C  0.991  -1.849  -0.419  0.71
F  0.843  -2.205  0.866  -0.21
F  2.158  -2.349  -0.865  -0.22
F  -0.016  -2.288  -1.144  -0.19
S  1.063  0.155  -0.526  0.84
O  1.382  0.588  0.889  -0.64
O  2.082  0.496  -1.500  -0.53
N  -0.598  0.517  -0.964  -0.29
S  -0.513  0.612  -2.571  0.99
O  0.160  -0.483  -3.220  -0.57
O  -1.899  0.784  -3.003  -0.67
C  0.441  2.275  -3.144  0.66
F  0.859  2.940  -2.061  -0.22
F  1.431  2.088  -4.041  -0.20
F  -0.500  3.017  -3.768  -0.21
C  7.303  1.046  3.247  -1.01
C  6.759  0.031  4.091  -0.23
O  5.764  0.411  4.981  -0.50
H  7.844  1.724  3.907  0.28
H  6.569  1.667  2.733  0.32
H  7.971  0.648  2.484  0.30
H  7.574  -0.512  4.571  0.32
H  6.296  -0.600  3.332  0.23
H  5.101  0.710  4.355  0.31
C  -4.347  -4.749  -5.154  -0.97
C  -4.564  -3.462  -6.031  -0.25
O  -5.555  -3.997  -6.943  -0.51
H  -4.282  -5.667  -5.740  0.32
H  -5.191  -4.889  -4.479  0.25
H  -3.367  -4.772  -4.679  0.33
H  -3.596  -3.368  -6.524  0.21
H  -4.822  -2.576  -5.451  0.31
H  -5.056  -4.617  -7.480  0.31
C  5.231  -2.148  -6.327  -0.92
C  6.258  -2.311  -5.223  -0.20
O  7.595  -2.582  -5.716  -0.55
H  4.371  -2.773  -6.082  0.28
H  5.616  -2.575  -7.253  0.32
H  4.993  -1.103  -6.522  0.28
H  5.899  -3.139  -4.613  0.24
H  6.341  -1.475  -4.528  0.26
H  7.953  -1.817  -6.171  0.29
C  0.367  -3.403  8.265  -0.95
C  0.200  -4.864  8.033  -0.20
O  -0.495  -5.010  6.785  -0.53
H  -0.612  -2.958  8.443  0.26
H  0.755  -2.960  7.348  0.26
H  0.965  -3.213  9.156  0.32
H  -0.363  -5.439  8.768  0.23
H  1.140  -5.395  7.884  0.30
H  -0.032  -5.669  6.262  0.31
C  4.164  6.227  3.563  -0.90
C  3.388  6.591  2.330  -0.22
O  2.022  6.419  2.742  -0.51
H  5.250  6.313  3.531  0.34
H  3.974  5.180  3.796  0.24
H  3.939  6.857  4.424  0.26
H  3.557  5.812  1.587  0.16
H  3.600  7.546  1.848  0.34
H  1.661  7.307  2.796  0.30

No. 2
A molecular structure, C14H30F2Hg3N3O14S2, computed with ωB97M-V with the def2-TZVPD basis set.

Summary:
Orbital gap: 2.92 eV
Lowest unoccupied orbital energy: -7.34 eV
Spin multiplicity: 1
Energy: -3224.95956 Ha
HOMO energy: -10.26 eV
Total charge: +1

Last column: Mulliken charge in e.
CARTESIAN COORDINATES (ANGSTROEM)
Hg  1.753  2.151  -1.599  1.62
Hg  -0.553  0.318  2.285  2.93
Hg  4.215  0.987  2.276  0.34
N  -0.259  3.100  -1.358  -0.36
S  -1.771  3.391  -1.764  0.75
O  -1.972  4.692  -2.258  -0.54
O  -2.744  2.757  -0.957  -0.43
F  -1.758  2.506  -3.107  -0.29
S  -0.275  3.764  0.187  0.78
O  -0.484  2.800  1.209  -0.44
O  -0.764  5.071  0.324  -0.55
F  1.334  3.956  0.205  -0.35
C  1.746  0.610  0.800  0.72
O  2.733  1.259  0.240  -1.04
O  0.592  0.563  0.208  -0.61
O  1.786  0.383  2.079  -0.75
C  -0.818  0.972  4.881  0.77
O  -1.811  0.417  4.283  -0.56
O  -0.794  1.008  6.111  -0.47
O  0.083  1.504  4.143  -0.48
C  -3.619  1.913  1.906  -1.12
O  -2.802  0.785  1.566  0.06
C  -3.474  -0.346  1.067  -0.93
C  -2.778  -1.592  1.596  -0.67
N  -1.413  -1.573  1.064  0.32
C  -0.567  -2.682  1.412  -0.65
C  -0.379  -2.936  2.891  -1.00
O  0.153  -1.765  3.459  -0.15
C  0.738  -1.908  4.755  -0.96
H  -2.944  2.727  2.158  0.25
H  -4.189  1.717  2.819  0.38
H  -4.254  2.172  1.061  0.36
H  -3.587  -0.335  -0.026  0.38
H  -4.504  -0.407  1.449  0.51
H  -3.319  -2.493  1.290  0.47
H  -2.790  -1.481  2.681  0.30
H  -1.408  -1.390  0.065  -0.24
H  0.430  -2.510  0.977  0.29
H  -0.770  -3.622  0.873  0.38
H  0.291  -3.794  3.016  0.52
H  -1.311  -3.213  3.407  0.40
H  1.253  -2.868  4.834  0.41
H  -0.070  -1.886  5.494  0.31
H  1.430  -1.094  4.943  0.22
C  5.187  1.889  -2.767  -0.89
O  3.836  1.418  -2.787  -0.14
C  3.667  0.105  -3.336  -0.75
C  2.238  -0.094  -3.763  -0.55
N  1.285  0.110  -2.675  0.08
C  -0.139  -0.010  -3.059  -0.28
C  -0.580  -1.436  -3.288  -0.92
O  -0.383  -2.197  -2.118  -0.10
C  -0.755  -3.536  -2.315  -0.94
H  5.826  1.277  -2.124  0.33
H  5.165  2.942  -2.513  0.29
H  5.645  1.779  -3.759  0.31
H  3.928  -0.575  -2.504  0.34
H  4.425  -0.163  -4.074  0.51
H  2.120  -1.098  -4.191  0.33
H  2.018  0.576  -4.600  0.36
H  1.379  -0.565  -1.912  0.04
H  -0.314  0.526  -3.994  0.47
H  -0.743  0.468  -2.291  -0.30
H  0.029  -1.864  -4.097  0.48
H  -1.634  -1.439  -3.586  0.48
H  -1.821  -3.646  -2.553  0.37
H  -0.485  -4.130  -1.449  0.22
H  -0.252  -3.966  -3.194  0.38

No. 3
A molecular structure, C14H30LaN2O4P2, computed with ωB97M-V with the def2-TZVPD basis set.

Summary:
Orbital gap (alpha / beta): 5.93 / 9.49 eV
Lowest unoccupied orbital energy (alpha / beta): -5.48 / -5.98 eV
Spin multiplicity: 2
Energy: -1675.73416 Ha
⟨S²⟩: 0.75
HOMO energy (alpha / beta): -11.40 / -15.47 eV
Total charge: +2

Last column: Mulliken charge in e.
CARTESIAN COORDINATES (ANGSTROEM)
C  2.995  0.029  2.169  -0.87
C  3.383  -0.392  0.759  0.51
N  2.448  -0.272  -0.234  0.22
C  2.847  -0.680  -1.479  0.40
C  4.090  -1.242  -1.753  -0.64
C  5.020  -1.388  -0.738  -0.69
C  4.650  -0.917  0.525  -0.83
C  1.944  -0.530  -2.694  -1.31
P  0.148  -0.485  -2.448  1.16
H  5.301  -1.040  1.387  0.44
H  4.315  -1.489  -2.791  0.46
H  5.984  -1.847  -0.923  0.46
C  1.298  -1.667  2.714  -1.05
C  1.189  0.551  3.718  -1.14
H  2.128  -1.388  -3.371  0.51
H  3.217  1.099  2.301  0.42
H  3.628  -0.543  2.861  0.42
C  -0.364  -2.015  -3.226  -1.60
C  -0.554  0.826  -3.455  -1.11
H  -1.459  -2.023  -3.278  0.43
H  0.111  -2.026  -4.217  0.49
H  -0.011  -2.855  -2.615  0.42
H  -1.491  1.210  -3.001  0.22
H  0.180  1.645  -3.597  0.45
H  -0.764  0.346  -4.435  0.43
H  1.667  0.098  4.605  0.40
H  1.522  1.597  3.608  0.37
H  0.097  0.529  3.862  0.35
H  1.676  -1.968  3.708  0.34
H  0.210  -1.853  2.692  0.31
H  1.788  -2.269  1.933  0.36
La  0.098  0.697  0.612  1.26
H  -0.255  -0.822  -1.086  -0.35
O  0.611  2.732  0.823  -0.60
H  2.182  0.340  -3.279  0.52
H  0.983  3.340  0.154  0.23
N  1.551  -0.211  2.494  0.36
C  -4.087  2.749  2.305  -0.69
O  -4.131  2.036  1.041  -0.31
P  -2.792  1.774  0.122  0.46
O  -2.279  0.174  0.745  -0.06
C  -3.219  -0.917  0.836  -0.83
O  -3.391  1.281  -1.332  -0.25
C  -4.716  0.755  -1.560  -0.67
H  -3.538  3.701  2.212  0.33
H  -3.621  2.134  3.092  0.28
H  -5.133  2.954  2.565  0.26
H  -2.981  -1.664  0.076  0.29
H  -3.065  -1.361  1.817  0.27
H  -4.264  -0.608  0.735  0.30
H  -4.637  -0.307  -1.820  0.26
H  -5.409  0.878  -0.715  0.34
H  -5.100  1.305  -2.422  0.27

No. 4
5 unconnected molecules or ions with the total composition C14H30N2O13S, computed with ωB97M-V with the def2-TZVPD basis set.

Summary:
Orbital gap: 8.74 eV
Lowest unoccupied orbital energy: -0.03 eV
Spin multiplicity: 1
Energy: -2036.81941 Ha
HOMO energy: -8.78 eV
Total charge: 0

Last column: Mulliken charge in e.
CARTESIAN COORDINATES (ANGSTROEM)
C  2.177  2.441  0.788  -0.79
N  2.271  2.000  -0.599  0.46
C  3.397  0.995  -0.656  -1.41
C  1.048  1.178  -0.949  -0.79
C  2.345  3.053  -1.614  -0.51
C  3.452  3.978  -1.516  -0.38
O  3.464  4.803  -2.520  -0.50
H  1.560  1.895  1.603  0.01
H  1.626  3.230  0.900  0.55
H  3.183  2.693  1.053  0.36
H  4.169  1.506  -0.365  0.56
H  3.318  0.592  -1.577  0.55
H  3.142  0.232  0.056  0.39
H  0.838  0.337  -0.180  0.24
H  1.105  0.834  -2.123  0.38
H  -0.021  1.843  -0.930  0.15
H  1.361  3.639  -1.640  0.52
H  2.510  2.704  -2.691  0.29
H  4.397  3.403  -1.051  0.14
H  3.588  4.506  -0.626  0.39
H  2.650  5.170  -2.627  0.33
N  0.695  -0.409  2.735  0.76
O  -0.283  -1.176  2.555  -0.53
O  1.701  -0.536  2.050  -0.55
O  0.672  0.536  3.618  -0.66
O  1.674  -4.602  -2.190  -0.67
S  1.464  -3.395  -1.355  1.14
O  2.150  -2.131  -1.775  -0.58
O  -0.115  -3.171  -1.493  -0.13
C  -0.615  -3.066  -2.787  -0.48
C  -2.211  -2.873  -2.764  -0.86
C  1.831  -3.712  0.337  -0.74
H  -0.338  -3.932  -3.461  0.36
H  -0.169  -2.277  -3.454  0.31
H  -2.778  -3.614  -2.076  0.15
H  -2.716  -2.902  -3.638  0.51
H  -2.240  -1.793  -2.357  0.12
H  1.963  -2.831  1.034  0.17
H  2.868  -4.134  0.404  0.37
H  1.096  -4.352  0.633  0.33
C  -3.087  3.425  2.376  -0.32
C  -2.397  2.044  1.879  -0.23
O  -1.513  2.612  0.960  -0.20
C  -1.535  3.948  0.904  0.64
O  -0.954  4.754  0.168  -0.60
O  -2.476  4.428  1.697  -0.33
H  -2.836  3.534  3.482  0.28
H  -4.169  3.222  2.335  0.32
H  -2.956  1.416  1.321  0.26
H  -1.565  1.687  2.431  0.18
C  -2.788  -2.801  2.256  0.08
C  -2.763  -2.684  0.674  -0.88
O  -3.930  -3.434  0.205  -0.38
C  -4.442  -4.153  1.183  0.66
O  -5.439  -4.832  1.083  -0.57
O  -3.702  -3.885  2.289  -0.39
H  -3.398  -1.917  2.713  0.17
H  -1.853  -3.229  2.645  0.27
H  -1.920  -3.058  0.317  0.44
H  -2.507  -1.740  0.328  0.62

- The highest energy belongs to which entry?
  C14H30LaN2O4P2

What did the second record say?
A molecular structure, C14H30F2Hg3N3O14S2, computed with ωB97M-V with the def2-TZVPD basis set.

Summary:
Orbital gap: 2.92 eV
Lowest unoccupied orbital energy: -7.34 eV
Spin multiplicity: 1
Energy: -3224.95956 Ha
HOMO energy: -10.26 eV
Total charge: +1

Last column: Mulliken charge in e.
CARTESIAN COORDINATES (ANGSTROEM)
Hg  1.753  2.151  -1.599  1.62
Hg  -0.553  0.318  2.285  2.93
Hg  4.215  0.987  2.276  0.34
N  -0.259  3.100  -1.358  -0.36
S  -1.771  3.391  -1.764  0.75
O  -1.972  4.692  -2.258  -0.54
O  -2.744  2.757  -0.957  -0.43
F  -1.758  2.506  -3.107  -0.29
S  -0.275  3.764  0.187  0.78
O  -0.484  2.800  1.209  -0.44
O  -0.764  5.071  0.324  -0.55
F  1.334  3.956  0.205  -0.35
C  1.746  0.610  0.800  0.72
O  2.733  1.259  0.240  -1.04
O  0.592  0.563  0.208  -0.61
O  1.786  0.383  2.079  -0.75
C  -0.818  0.972  4.881  0.77
O  -1.811  0.417  4.283  -0.56
O  -0.794  1.008  6.111  -0.47
O  0.083  1.504  4.143  -0.48
C  -3.619  1.913  1.906  -1.12
O  -2.802  0.785  1.566  0.06
C  -3.474  -0.346  1.067  -0.93
C  -2.778  -1.592  1.596  -0.67
N  -1.413  -1.573  1.064  0.32
C  -0.567  -2.682  1.412  -0.65
C  -0.379  -2.936  2.891  -1.00
O  0.153  -1.765  3.459  -0.15
C  0.738  -1.908  4.755  -0.96
H  -2.944  2.727  2.158  0.25
H  -4.189  1.717  2.819  0.38
H  -4.254  2.172  1.061  0.36
H  -3.587  -0.335  -0.026  0.38
H  -4.504  -0.407  1.449  0.51
H  -3.319  -2.493  1.290  0.47
H  -2.790  -1.481  2.681  0.30
H  -1.408  -1.390  0.065  -0.24
H  0.430  -2.510  0.977  0.29
H  -0.770  -3.622  0.873  0.38
H  0.291  -3.794  3.016  0.52
H  -1.311  -3.213  3.407  0.40
H  1.253  -2.868  4.834  0.41
H  -0.070  -1.886  5.494  0.31
H  1.430  -1.094  4.943  0.22
C  5.187  1.889  -2.767  -0.89
O  3.836  1.418  -2.787  -0.14
C  3.667  0.105  -3.336  -0.75
C  2.238  -0.094  -3.763  -0.55
N  1.285  0.110  -2.675  0.08
C  -0.139  -0.010  -3.059  -0.28
C  -0.580  -1.436  -3.288  -0.92
O  -0.383  -2.197  -2.118  -0.10
C  -0.755  -3.536  -2.315  -0.94
H  5.826  1.277  -2.124  0.33
H  5.165  2.942  -2.513  0.29
H  5.645  1.779  -3.759  0.31
H  3.928  -0.575  -2.504  0.34
H  4.425  -0.163  -4.074  0.51
H  2.120  -1.098  -4.191  0.33
H  2.018  0.576  -4.600  0.36
H  1.379  -0.565  -1.912  0.04
H  -0.314  0.526  -3.994  0.47
H  -0.743  0.468  -2.291  -0.30
H  0.029  -1.864  -4.097  0.48
H  -1.634  -1.439  -3.586  0.48
H  -1.821  -3.646  -2.553  0.37
H  -0.485  -4.130  -1.449  0.22
H  -0.252  -3.966  -3.194  0.38

- Look up the energy of the second one.
  -3224.95956 Ha